Density functional theory data (ωB97M-V with the def2-TZVPD basis set) for a structure of composition C8H9CoI3O4RuS.

Positions of all 27 atoms, in Å:
I 1.5368 2.3888 0.6667
I 3.6829 -0.7089 0.2460
I 1.2169 0.0841 4.6565
Ru -1.2244 -1.0091 1.1889
Co 0.1877 0.8500 2.5508
S 0.9665 -0.4363 0.3448
O -3.1120 -3.0400 -0.0781
O -0.7944 3.1421 4.0317
O -1.7012 -2.0184 4.0041
O -2.5572 1.7147 1.6334
C -1.4513 -1.5642 2.9543
C 0.6705 -0.0222 -1.5673
C 1.7536 0.8198 -2.2475
C -0.7402 0.5251 -1.7576
C -2.4431 -2.1949 0.3671
C -1.8223 0.7806 1.5569
C 0.8303 -1.3900 -2.2083
C -0.3841 2.2017 3.5058
H -1.0814 0.4614 -2.8138
H 2.7413 0.4257 -1.9575
H -0.8321 1.5744 -1.4432
H -1.4366 -0.0739 -1.1420
H 1.7389 1.8906 -2.0141
H 1.6353 0.7476 -3.3582
H 1.8416 -1.7601 -2.0004
H 0.6859 -1.2958 -3.2991
H 0.0916 -2.0927 -1.8201

multiplicity: 10
HOMO-LUMO gap (spin up / spin down): 6.5 / 5.6 eV
DFT total energy: -91922.6690 eV
LUMO (spin up / spin down): -16.481 / -18.506 eV
ΔE to the lowest compared entry with this formula, charge and spin: 41.8 kJ/mol
maximum force: 0.195 hartree/bohr
charge: +4